No. 1
{
  "formula": "C4H5N",
  "method": "ωB97M-V/def2-TZVPD",
  "max_force_ev_per_a": 1.83,
  "mol_weight_g_mol": 67.09,
  "orbital_gap_ev": 11.396,
  "total_energy_ha": -210.10929,
  "homo_ev": -10.453,
  "e_above_lowest_kj_mol": 143.0,
  "species": ["N", "C", "C", "C", "C", "H", "H", "H", "H", "H"],
  "coordinates": [[2.79685, -0.24639, -0.48290], [1.73372, -0.18914, -0.02973], [0.39747, -0.14001, 0.51727], [-0.86260, -0.51577, -0.26713], [-0.55774, 0.90591, -0.00462], [0.21784, -0.79693, 1.34378], [-1.62159, -0.93462, 0.39608], [-0.73801, -0.99914, -1.22135], [-1.19165, 1.51036, 0.63817], [-0.17429, 1.40573, -0.88957]]
}



No. 2
{
  "formula": "C4H5N",
  "method": "ωB97M-V/def2-TZVPD",
  "max_force_ev_per_a": 2.40,
  "mol_weight_g_mol": 67.09,
  "orbital_gap_ev": 9.317,
  "total_energy_ha": -210.15712,
  "homo_ev": -8.247,
  "e_above_lowest_kj_mol": 17.4,
  "species": ["C", "C", "C", "N", "C", "H", "H", "H", "H", "H"],
  "coordinates": [[1.08697, -0.59369, -0.00597], [0.89116, 0.83981, 0.00175], [-0.47819, 1.06985, 0.01974], [-1.12082, -0.14272, -0.03836], [-0.19477, -1.12163, 0.00117], [2.00881, -1.17951, -0.03921], [1.63130, 1.59402, 0.02571], [-1.04084, 1.92575, 0.00523], [-2.10223, -0.36089, 0.05304], [-0.48236, -2.14629, 0.12365]]
}



No. 3
{
  "formula": "C4H5N",
  "method": "ωB97M-V/def2-TZVPD",
  "spin_multiplicity": 3,
  "max_force_ev_per_a": 2.42,
  "mol_weight_g_mol": 67.09,
  "orbital_gap_ev": [10.384, 7.030],
  "total_energy_ha": -209.86324,
  "s2": 2.033,
  "homo_ev": [-9.325, -9.568],
  "e_above_lowest_kj_mol": 397.7,
  "species": ["C", "C", "C", "C", "N", "H", "H", "H", "H", "H"],
  "coordinates": [[-1.09000, 0.24931, -0.25884], [-0.07874, -0.37776, -0.11882], [2.66244, -1.29826, 0.77213], [-2.19039, 1.13488, -0.61134], [1.82766, -1.86726, 0.02780], [3.60784, -1.91599, 0.94678], [2.56985, -0.24726, 1.32432], [-3.04081, 1.33928, 0.16727], [-2.70800, 0.87335, -1.58974], [-1.55984, 2.10970, -0.65956]]
}



No. 4
{
  "formula": "C4H5N2",
  "method": "ωB97M-V/def2-TZVPD",
  "max_force_ev_per_a": 5.59,
  "mol_weight_g_mol": 81.10,
  "total_charge": 1,
  "orbital_gap_ev": 10.781,
  "total_energy_ha": -264.47260,
  "homo_ev": -16.305,
  "e_above_lowest_kj_mol": 374.9,
  "species": ["C", "C", "C", "C", "N", "N", "H", "H", "H", "H", "H"],
  "coordinates": [[-3.18597, 0.59045, -0.29371], [0.61077, 0.70982, 0.02140], [1.24321, -0.53248, -0.49667], [0.68763, -1.44919, 0.50608], [-2.10606, 0.37084, 0.09248], [0.85469, -0.22419, 1.09857], [-4.17767, 0.51255, -0.48735], [1.22683, 1.58921, -0.08149], [-0.39695, 0.94791, -0.03328], [2.14389, -0.74439, -1.13408], [0.70552, -2.46060, 0.95107]]
}



No. 5
{
  "formula": "C4H5N2",
  "method": "ωB97M-V/def2-TZVPD",
  "max_force_ev_per_a": 1.76,
  "mol_weight_g_mol": 81.10,
  "total_charge": 1,
  "orbital_gap_ev": 9.389,
  "total_energy_ha": -264.59337,
  "homo_ev": -13.857,
  "e_above_lowest_kj_mol": 57.8,
  "species": ["C", "N", "C", "C", "C", "N", "H", "H", "H", "H", "H"],
  "coordinates": [[1.70101, -0.84012, 0.07459], [0.92050, 0.09681, 0.27574], [0.21408, 1.14730, 0.12366], [-1.17718, 1.18146, 0.03305], [-1.89458, 0.05456, 0.00092], [-2.44396, -0.96528, 0.16431], [2.02402, -1.11185, -0.92812], [2.07707, -1.43096, 0.90658], [0.73455, 2.09959, 0.16983], [-1.68720, 2.13008, -0.00458], [-2.94175, -1.75386, -0.19487]]
}



No. 6
{
  "formula": "C4H5N2",
  "method": "ωB97M-V/def2-TZVPD",
  "max_force_ev_per_a": 1.91,
  "mol_weight_g_mol": 81.10,
  "total_charge": 1,
  "orbital_gap_ev": 9.299,
  "total_energy_ha": -264.51080,
  "homo_ev": -15.285,
  "e_above_lowest_kj_mol": 274.6,
  "species": ["C", "C", "C", "C", "N", "N", "H", "H", "H", "H", "H"],
  "coordinates": [[0.39746, 1.40433, -0.02482], [-2.24704, -0.84927, -0.00597], [1.31676, 0.44101, -0.01379], [2.22390, -0.45616, 0.02523], [-0.92624, 1.16179, 0.02870], [-1.50826, 0.13582, 0.01583], [0.66583, 2.45301, -0.06691], [-2.53448, -1.34927, 0.90950], [2.62781, -0.89599, -0.87824], [-2.66355, -1.21824, -0.93834], [2.64781, -0.82703, 0.94883]]
}



No. 7
{
  "formula": "C4H5N2O2",
  "method": "ωB97M-V/def2-TZVPD",
  "max_force_ev_per_a": 3.57,
  "mol_weight_g_mol": 113.10,
  "total_charge": -1,
  "orbital_gap_ev": 7.305,
  "total_energy_ha": -415.28659,
  "homo_ev": -3.482,
  "e_above_lowest_kj_mol": 537.0,
  "species": ["C", "C", "C", "C", "N", "N", "O", "O", "H", "H", "H", "H", "H"],
  "coordinates": [[-0.94340, -1.03366, -0.88601], [-2.16144, -1.43728, -0.59397], [-1.36006, -0.49439, 1.21264], [1.76422, 1.96883, 0.17431], [-0.45039, -0.46526, 0.30110], [1.83511, 0.78872, 0.66443], [2.86088, 0.20331, 1.07768], [-2.45149, -1.01766, 0.67329], [-0.43808, -1.22621, -1.79859], [-2.78350, -1.87455, -1.33058], [2.59194, 2.56289, 0.20806], [0.76698, 2.14187, -0.30501], [0.76921, -0.11661, 0.60265]]
}



No. 8
{
  "formula": "C4H5N2O2S",
  "method": "ωB97M-V/def2-TZVPD",
  "max_force_ev_per_a": 4.45,
  "mol_weight_g_mol": 145.16,
  "total_charge": -1,
  "orbital_gap_ev": [6.042, 6.043],
  "total_energy_ha": -813.59192,
  "homo_ev": [-2.753, -2.754],
  "e_above_lowest_kj_mol": 240.4,
  "species": ["C", "C", "C", "C", "N", "N", "O", "O", "S", "H", "H", "H", "H", "H"],
  "coordinates": [[0.79479, -1.75277, -2.17886], [0.37516, 0.46288, -1.12774], [-0.77797, -1.38033, -0.00755], [-0.40406, 0.55518, 1.19160], [0.57159, -0.37453, -2.16394], [-0.19269, -0.16963, -0.02140], [-1.12734, -2.00761, 0.96017], [0.85727, -2.30526, -3.32364], [0.86265, 2.04815, -1.29251], [-0.61095, -1.77370, -1.08399], [-1.46489, 0.71960, 1.24492], [-0.04102, -0.06122, 2.11508], [0.16832, 1.53637, 1.24152], [0.93710, 0.17394, -2.85996]]
}



No. 9
{
  "formula": "C4H5N2S",
  "method": "ωB97M-V/def2-TZVPD",
  "max_force_ev_per_a": 4.28,
  "mol_weight_g_mol": 113.16,
  "total_charge": -1,
  "orbital_gap_ev": [5.024, 4.974],
  "total_energy_ha": -662.97031,
  "homo_ev": [-1.108, -1.077],
  "e_above_lowest_kj_mol": 472.6,
  "species": ["C", "C", "C", "C", "N", "N", "S", "H", "H", "H", "H", "H"],
  "coordinates": [[-0.42114, 2.34910, 0.07782], [-0.01960, 1.25359, -0.63131], [-0.30879, 2.60356, 1.36519], [0.56057, -0.56871, 0.93841], [0.23163, -0.11009, -0.25224], [0.84730, -1.93625, 0.94005], [-1.09579, 3.17032, 2.64752], [-0.55302, 3.35330, -0.48989], [0.07300, 1.15307, -1.77383], [0.24504, -0.70563, -1.12905], [1.24901, -2.16314, 1.83035], [0.35657, -2.78561, 0.50087]]
}



No. 10
{
  "formula": "C4H5N2S",
  "method": "ωB97M-V/def2-TZVPD",
  "max_force_ev_per_a": 2.97,
  "mol_weight_g_mol": 113.16,
  "total_charge": 1,
  "orbital_gap_ev": [6.584, 8.587],
  "total_energy_ha": -662.65916,
  "homo_ev": [-13.497, -14.051],
  "e_above_lowest_kj_mol": 335.6,
  "species": ["C", "C", "C", "C", "N", "N", "S", "H", "H", "H", "H", "H"],
  "coordinates": [[-3.49531, -1.24013, 0.23836], [-2.58824, 0.79141, 0.31843], [-1.82588, -0.33523, 0.23082], [0.20207, -0.12616, -0.32810], [-2.30054, -1.60345, 0.20348], [0.91724, -0.83534, 0.51537], [-4.23353, 0.29695, 0.37932], [-2.25354, 1.80917, 0.32691], [0.18584, 0.94864, -0.21192], [0.05171, -0.52691, -1.32024], [1.04910, -1.83135, 0.38533], [1.18208, -0.47164, 1.42466]]
}